Molecular formula: F12InN3O12PS6
Method: DFT, ωB97M-V/def2-TZVPD

CARTESIAN COORDINATES (ANGSTROEM)
In: 0.590 0.446 -1.505
S: -2.444 -1.609 0.777
S: -0.768 4.294 -1.423
S: -4.015 0.100 1.589
S: 0.798 -3.582 -1.969
S: -0.499 3.593 0.800
S: 3.027 -2.791 -2.193
P: 2.424 -0.024 1.680
F: -1.396 -2.434 1.617
F: 0.894 -0.405 1.262
F: -0.342 3.496 -2.806
F: 2.189 1.426 1.032
F: 1.900 0.420 3.162
F: -4.859 0.413 2.928
F: -0.709 2.171 1.553
F: -0.306 -3.043 -0.939
F: 3.712 -1.319 -2.308
F: 2.827 -0.595 0.170
F: 3.943 0.420 1.972
F: 2.680 -1.531 2.215
O: 3.635 -3.354 -1.018
O: 3.271 -3.345 -3.496
O: -1.596 -0.616 0.171
O: 0.100 -3.706 -3.219
O: -3.037 -2.649 -0.016
O: -2.123 4.565 -1.756
O: -3.245 1.303 1.380
O: -1.710 4.289 1.206
O: 0.214 5.325 -1.390
O: 1.298 -4.735 -1.282
O: 0.667 4.003 1.498
O: -5.099 -0.189 0.675
N: -3.256 -1.119 2.156
N: -0.406 2.876 -0.564
N: 1.638 -2.096 -1.960

Summary:
- charge = -1
- gap between HOMO and LUMO (eV) = 2.6
- HOMO (eV) = -8.504

Atomic partial charges in e from the Löwdin method, atoms 1 to 2:
1. In 1.376
2. S 0.555